C4H11N3O | the ωB97M-V functional and the def2-TZVPD basis

ORCA input file:
```
! RIJCOSX wB97M-V def2-TZVPD def2/J DEFGRID3
* xyz 0 1
C 2.057 -0.411 1.173
N 1.388 -0.025 -0.049
N 1.665 1.284 -0.486
C 0.778 -0.948 -0.844
O 0.524 -2.085 -0.518
H 1.885 1.287 -1.479
H 0.807 1.837 -0.360
H 0.472 -0.513 -1.815
H 3.138 -0.342 1.049
H 1.775 -1.437 1.399
H 1.753 0.262 1.976
C -2.533 -0.528 0.100
C -1.510 0.535 0.293
N -1.260 1.523 -0.451
H -1.882 1.608 -1.259
H -0.718 0.381 1.094
H -3.120 -0.659 1.008
H -3.198 -0.300 -0.734
H -2.020 -1.472 -0.097
*
```

As for the SMILES: [H]/N=C\C.CN(N)C=O. The total energy is -10842.878 eV.


C3H9N5 | the ωB97M-V functional and the def2-TZVPD basis

ORCA input file:
```
! RIJCOSX wB97M-V def2-TZVPD def2/J DEFGRID3
* xyz 0 1
C 0.121 -0.446 0.064
C -0.288 0.927 0.323
C 0.745 1.859 -0.225
H -0.359 -0.819 -3.199
H -1.360 -1.486 -2.131
H 0.466 -1.916 -0.968
H 0.236 -2.059 2.765
H -0.323 -0.417 2.500
H -1.201 1.315 0.099
H 1.588 1.195 -0.714
H 0.184 2.723 -0.831
H 0.024 2.262 1.721
N -0.715 -0.760 -2.143
N 0.435 -0.783 -1.338
N 0.262 -1.506 0.724
N -0.327 -1.571 2.059
N 0.512 1.482 1.295
*
```

As for the SMILES: N/N=C(/NN)[C@@H]1CN1. The total energy is -10700.794 eV.


C6H14BrN | the ωB97M-V functional and the def2-TZVPD basis

ORCA input file:
```
! RIJCOSX wB97M-V def2-TZVPD def2/J DEFGRID3
* xyz 0 1
C 1.301 -0.692 1.655
C 1.540 1.768 1.271
C -0.389 -0.866 -2.014
C -2.432 -0.485 -0.704
C 1.001 0.459 0.555
C -0.923 -0.613 -0.578
N -0.375 0.528 0.133
Br -0.748 2.165 -0.907
H 0.724 -0.431 2.591
H 1.158 -1.684 1.196
H 2.385 -0.615 1.884
H 0.570 2.161 1.758
H 2.006 2.447 0.531
H 2.249 1.452 2.042
H -0.597 -0.047 -2.638
H 0.745 -1.149 -1.782
H -0.942 -1.873 -2.286
H -2.761 0.117 -1.668
H -2.896 -0.066 0.229
H -2.612 -1.486 -0.929
H 1.819 0.407 -0.303
H -0.822 -1.496 -0.036
*
```

As for the SMILES: CC(C)N(Br)C(C)C. The total energy is -77979.189 eV.


The records above yield frontier orbital gap values of 10.047 9.674 9.036 eV, respectively.
The records above yield largest force on an atom values of 1.5 5.9 5.4 eV Å⁻¹, respectively.
The records above yield relative energy (zero: lowest compared OMol25 entry of this formula, charge and spin) values of 225.11 699.92 4.79 kJ/mol, respectively.